[1]
# C17H28F9NO11P

A 3-piece molecular cluster, C17H28F9NO11P overall in a non-equilibrium geometry (ωB97M-V with the def2-TZVPD basis set, OMol25).

The geometry in XYZ format:
```
67
Properties=species:S:1:pos:R:3:forces:R:3
H -0.620744 -7.075225 4.526481 0.44 0.07 -0.03
C -2.141352 0.388158 -1.094819 1.53 -0.47 -0.08
H -1.625937 -6.972540 2.261266 0.14 0.00 0.08
H -0.149844 -7.967809 2.229550 -0.15 0.10 0.12
F 3.168403 2.827536 4.231553 0.34 -1.34 -0.70
C 1.995139 -5.476132 3.453356 -3.07 0.48 -0.52
H -0.525436 -5.421979 3.924531 0.31 -0.12 -0.09
C -2.897106 5.764188 -1.486187 -0.59 -0.52 0.02
C 1.868751 -1.492096 1.449608 -0.14 0.22 0.01
H 1.963873 4.015105 -2.512937 1.06 -1.90 -0.65
C 0.200904 2.593082 -3.542126 0.70 1.10 -0.65
H 2.690366 2.024752 -0.854121 0.98 0.15 -2.18
H 2.909393 -2.004771 3.288849 0.00 0.31 -0.15
O -3.059785 -0.961807 -3.540683 -1.93 4.05 0.89
C 3.336902 2.187361 -1.830963 -0.06 0.36 0.73
O -2.495615 -0.969212 -0.575754 -1.22 2.37 -3.21
C 2.525800 3.090054 -2.969782 1.48 0.35 -0.02
C 3.478665 -5.664318 3.768455 2.72 -0.53 0.49
H -6.123695 3.049159 -2.436182 2.12 -1.03 1.06
O 1.506263 -4.512791 2.869722 1.61 -1.90 1.21
C -3.702714 4.392808 -1.014504 0.40 -0.55 0.11
H 1.477909 -2.496961 1.266378 0.16 0.19 0.13
F -1.945747 6.094966 -0.378987 -3.20 -0.52 -4.19
H -2.950818 3.707454 -0.395485 -1.55 1.83 -1.00
C -0.539258 -6.956141 2.383514 0.25 0.00 -0.29
H -3.960997 -0.960701 -4.020143 1.89 -0.39 0.81
H -5.458044 0.995450 -3.588700 1.41 0.45 1.78
O -0.612250 1.386754 -3.837346 -1.14 1.79 0.48
H 2.088081 -1.016222 0.488225 0.11 -0.13 0.03
O 4.543693 2.947082 -1.419909 -1.37 -0.50 0.82
C -5.125673 2.629132 -1.933186 -1.91 0.71 0.11
C 3.863452 1.887147 3.531066 1.17 2.31 0.53
C -2.049250 1.759118 -4.011183 1.94 0.70 -1.22
F 3.906647 -6.941846 3.553698 -0.84 1.12 0.04
C 3.114830 -1.549297 2.313319 -0.37 -0.84 -0.17
H -0.110040 3.454762 -4.300789 0.62 -1.80 1.33
F 4.288658 -4.864413 3.018675 -1.26 -0.51 0.49
H 3.693741 1.143275 -2.247831 -0.97 2.19 0.58
O 1.259700 -6.520784 3.951810 1.61 1.43 -0.39
F 4.104991 2.432773 2.304152 -0.39 -0.70 0.65
H -5.384598 2.560696 -0.772643 0.92 -0.07 -2.45
H -2.182270 2.911000 -3.854712 -0.20 -2.19 0.11
O 3.681265 -0.238739 2.464120 -0.21 1.63 1.34
F 5.077667 1.777350 4.142917 -1.21 -0.37 -0.55
P -3.040667 0.653890 -2.801922 -0.38 -2.58 -0.92
H -4.700787 4.622481 -0.419685 2.44 0.03 -1.03
H -0.019747 3.028712 -2.466223 0.59 -1.19 -1.77
H -0.977801 0.318127 -1.347653 -2.45 0.56 0.41
H -0.110770 -6.327135 1.596878 -0.12 0.01 0.13
C -0.160959 -6.442491 3.760116 -0.87 -0.05 -0.16
H 1.084865 -0.896486 1.927958 0.10 -0.17 0.08
H -5.339786 0.355497 -1.818701 1.17 1.56 -1.65
C -4.871822 1.146175 -2.581082 -0.73 -0.37 0.79
O -0.817220 -1.893153 0.356073 -4.04 2.35 0.59
H -2.290080 1.534279 -5.158675 -0.04 0.13 2.66
H 4.577418 3.072677 -0.423897 -0.33 -0.42 -1.93
F 3.766145 -5.382156 5.071710 -0.76 -0.09 -1.09
H -2.375719 1.248269 -0.331656 0.31 -1.64 -1.50
O 2.218483 0.185085 4.180041 2.16 1.40 -1.51
H 3.329113 3.535569 -3.728822 -1.70 -1.09 1.72
F -3.933675 6.796715 -1.721888 4.20 -2.94 0.70
O 1.619237 2.235218 -3.763120 -2.44 1.30 1.63
C 3.137464 0.544821 3.449482 -1.62 -2.89 0.19
N -1.828382 -1.228976 0.570061 4.97 -2.58 1.47
H 3.872715 -2.168919 1.822659 0.05 0.39 0.13
F -2.142624 5.482480 -2.762719 -2.28 1.39 4.36
O -4.079320 3.623947 -2.211210 -0.36 -0.65 1.27
```
Positions in Å, forces in eV/Å.

Properties
Frontier orbital gap = 8.035 eV
Charge = +1
E_tot = -75824.8100 eV

=====

[2]
# C32H25Br2CoF4N7O2PS

C32H25Br2CoF4N7O2PS as an isolated structure in a non-equilibrium geometry (ωB97M-V with the def2-TZVPD basis set, OMol25).

The geometry in XYZ format:
```
75
Properties=species:S:1:pos:R:3:forces:R:3
C -4.556846 -1.535840 -0.480368 -0.03 0.00 -0.03
C -2.757254 2.953998 -2.756094 0.12 -0.13 0.03
O -1.884502 -0.928299 -0.773963 -0.31 -0.22 -0.36
H 4.856089 -2.695091 -0.453760 -0.01 0.03 -0.01
C 0.220432 -3.887098 3.325675 -0.06 0.04 -0.12
F 0.892109 -4.764265 5.395106 0.02 -0.03 0.00
C 2.205941 -1.883262 -3.182634 0.05 0.11 0.04
H 2.127988 -2.824505 -3.713220 -0.02 0.02 0.01
H 5.951189 0.879865 1.637390 -0.01 -0.01 -0.02
C 0.936880 -3.790994 4.503730 0.01 -0.06 0.07
H 1.780953 2.466763 1.054838 0.00 0.05 0.00
C 1.289471 2.421924 2.021455 0.02 -0.05 0.06
H 2.478910 -2.237071 0.011416 0.04 -0.03 0.03
H -0.552430 2.280419 5.400892 0.02 0.00 -0.02
N -3.476195 3.085307 -0.778100 -0.06 0.03 0.01
C 0.993350 -1.698065 2.631130 -0.30 0.00 -0.10
H 2.494364 1.347681 -1.318566 -0.01 -0.04 0.04
N -0.911555 1.318862 -2.250132 0.05 0.02 0.22
C -6.240767 -0.985539 -2.606317 0.01 -0.05 0.02
C -3.998654 -1.253998 -1.726821 -0.02 0.06 -0.17
H 0.263593 4.443110 4.530360 -0.01 -0.02 -0.03
H -1.470735 3.491868 -4.361549 -0.02 0.02 0.01
H -0.160415 1.866675 -2.661283 0.00 -0.02 0.01
P 1.088806 -0.268204 1.471302 0.22 -0.28 0.28
F -0.489507 -4.985890 3.104036 0.01 -0.02 0.03
C -2.491110 -1.294503 -1.845996 -0.02 -0.31 0.28
H -6.890539 -0.773099 -3.443896 0.01 0.05 0.02
H -3.880974 -1.743828 0.338835 -0.03 0.03 0.00
S -1.705173 1.674678 0.747072 0.32 -0.43 0.12
H -2.644811 2.224854 -4.751937 -0.02 -0.04 0.00
C 0.424761 3.535740 3.962462 0.00 -0.03 0.04
C 0.875369 1.191001 2.532803 0.01 0.05 -0.13
C 1.718699 -2.676275 4.734549 0.06 0.01 0.08
O -1.943401 -1.694503 -2.871695 0.12 0.38 -0.18
H -0.193978 0.213124 4.123176 0.03 -0.01 0.03
H 5.343464 0.217936 -3.354950 0.01 0.01 0.01
C 0.185941 1.151404 3.738843 0.02 -0.03 -0.01
C 3.243617 -1.550358 0.364291 -0.03 -0.01 0.06
F 2.442187 -2.588630 5.841070 0.00 0.01 0.04
C 5.191543 0.203058 1.266971 -0.03 0.04 0.01
C 3.852992 0.459939 1.544695 -0.01 -0.03 -0.05
C 2.873987 -0.417611 1.093063 -0.03 0.08 -0.05
H 0.199883 -1.947225 -2.368788 -0.07 0.04 0.09
Br -0.683109 -3.141621 0.794335 0.03 0.00 0.04
Co -0.255449 0.115789 -0.417991 0.47 1.68 -0.53
C -5.928685 -1.559749 -0.294905 0.04 0.00 0.09
N 3.349138 -1.222206 -3.300387 0.00 -0.01 -0.02
F 2.538354 -0.619186 4.073109 -0.01 0.06 0.01
C 5.553932 -0.925466 0.548671 0.03 -0.02 0.01
C -2.495375 3.152125 -4.198937 0.00 -0.11 -0.04
H -4.086441 3.394637 -0.040601 0.00 0.01 0.03
H 4.792051 1.485427 -2.309583 0.01 -0.03 0.04
N 1.268798 -0.263482 -1.754235 -0.34 -0.93 0.49
C -4.865534 -0.961873 -2.781729 0.06 0.00 0.13
C 2.400449 0.417603 -1.869031 -0.19 0.33 0.09
H -1.212524 0.605928 -2.919756 -0.09 -0.15 0.08
H 3.583724 1.326960 2.132235 0.02 -0.02 0.03
H -6.339887 -1.777771 0.682459 0.01 -0.04 -0.03
C 4.577609 -1.805857 0.097341 -0.03 -0.03 0.01
C 1.744430 -1.656087 3.804090 -0.01 0.04 -0.12
H -7.845302 -1.320429 -1.235925 0.03 0.01 0.01
C 1.145160 -1.425131 -2.415460 0.15 -0.05 -0.21
Br -4.255483 -0.421357 -4.501409 0.11 -0.01 0.07
C -0.024872 2.320603 4.456603 -0.07 0.02 -0.02
H 1.394359 4.538569 2.329745 0.03 -0.03 0.03
N -3.682664 3.520757 -2.060670 -0.01 0.04 0.12
C -6.770370 -1.294219 -1.362753 -0.07 0.01 -0.07
H 6.598869 -1.130527 0.352516 -0.03 0.01 -0.01
N -1.974930 2.157743 -1.925588 -0.20 -0.02 -0.04
C -2.424897 2.280437 -0.645861 0.00 0.00 -0.33
C 0.251348 -2.862422 2.394916 0.04 0.06 -0.03
C 1.073306 3.587693 2.735825 0.00 0.02 -0.04
H -3.179718 3.905288 -4.579879 -0.01 -0.02 0.02
N 4.613301 0.631096 -2.802132 -0.07 0.00 -0.04
C 3.456741 -0.057350 -2.660104 0.01 -0.08 -0.10
```
Positions in Å, forces in eV/Å.

Properties
Spin multiplicity = 2
⟨S²⟩ = 0.821
Frontier orbital gap (alpha / beta) = 7.253 / 8.117 eV
Charge = +1
E_tot = -256816.2114 eV

=====

[3]
# C2H7N5

One molecule with the formula C2H7N5 in a non-equilibrium geometry (ωB97M-V with the def2-TZVPD basis set, OMol25).

The geometry in XYZ format:
```
14
Properties=species:S:1:pos:R:3:forces:R:3
N 1.255038 0.674073 -0.299916 -0.04 0.18 0.28
H -2.285099 1.475107 1.157114 -0.14 0.13 -0.20
H 3.193209 0.917095 -0.519703 -0.25 -0.13 -0.04
C -0.927291 0.233054 0.147241 0.07 0.10 0.71
H -2.728146 -0.212221 -0.715416 0.07 -0.17 0.01
H -0.513986 1.652311 1.627299 0.21 -0.07 0.19
N 0.778274 -1.510461 0.082984 0.52 -0.76 -0.03
H 2.672274 -0.728482 -0.372936 0.04 0.17 0.01
N 0.464609 -0.251649 0.090935 -0.58 1.14 -1.34
H -1.393504 -1.217552 -1.194322 -0.29 0.05 -0.01
N 2.474314 0.223614 -0.684410 -0.12 -0.55 0.36
H 0.008229 -2.065382 0.445465 -0.08 0.34 0.12
C -1.260713 1.168502 1.029854 0.03 -0.25 -0.03
N -1.737208 -0.358010 -0.794189 0.56 -0.20 -0.02
```
Positions in Å, forces in eV/Å.

Properties
Frontier orbital gap (alpha / beta) = 8.881 / 8.880 eV
E_tot = -9634.4786 eV

=====

[4]
# C24H49B2N2O6P2

A 2-piece molecular cluster, C24H49B2N2O6P2 overall in a non-equilibrium geometry (ωB97M-V with the def2-TZVPD basis set, OMol25).

The geometry in XYZ format:
```
85
Properties=species:S:1:pos:R:3:forces:R:3
C 6.392740 2.957911 -1.110496 2.47 1.51 -1.35
C -2.276419 -0.781229 -2.012694 0.56 1.34 0.15
N 6.621941 1.614938 -1.642584 1.35 2.64 -0.61
O -7.235293 1.428597 4.272347 0.02 0.33 -1.99
C -4.987455 -1.248698 3.735458 1.45 -0.19 0.77
H -5.237078 1.099689 0.008034 -1.00 -1.20 -0.36
H -5.236522 -0.290596 4.302518 0.33 -1.20 -0.94
C 7.707959 1.651766 -2.603526 0.16 5.03 0.50
C -5.789725 0.282622 -0.565512 -0.36 -0.40 -1.39
P -6.827371 1.419709 2.583569 1.86 1.15 0.71
H -6.153076 -4.947702 2.418505 -0.03 0.77 1.69
H -3.407139 -0.214489 2.383679 -0.29 -1.30 1.01
H -6.576356 1.979826 4.748390 -0.29 -0.38 -0.87
H -7.380599 -1.281588 -0.284163 0.28 1.66 0.49
H 2.133605 -1.144218 -3.892059 -1.06 1.33 0.56
B -8.847057 -0.628084 2.083155 -1.65 -0.68 -0.18
C 5.819620 0.400935 -1.234926 -0.32 -0.09 -0.05
H -7.742661 -2.829846 4.096534 0.37 -0.37 -1.63
C -0.770652 -0.160606 -1.888010 0.07 -1.08 0.62
H -10.306300 -1.923834 1.878846 0.71 0.31 -1.06
P -6.198554 -1.726685 2.359797 0.82 -1.18 0.10
H 3.854952 0.553108 -4.250159 0.12 0.23 1.62
H -2.698817 -1.140006 3.873962 -1.24 0.27 -1.29
C 9.851098 1.345041 0.066386 -0.37 0.44 -0.21
C 10.993579 -0.471638 0.836279 0.12 -1.03 0.29
O 9.837833 0.232668 0.970967 0.43 -0.42 0.23
H -6.049455 0.746978 -1.600052 0.59 -0.62 1.48
H 12.929781 0.221868 0.200101 -0.09 -0.36 -0.12
C -3.511256 -1.141925 3.044559 0.04 -0.45 0.62
H 11.834319 -0.323923 -1.113845 0.08 -0.08 0.10
C 5.063260 -0.250324 -2.492931 -0.08 1.02 -0.69
C 3.933867 0.746356 -3.121352 -0.08 -0.22 0.24
H -8.039887 -3.554717 2.360111 1.05 1.15 1.01
H 5.599594 3.224026 -0.321423 1.33 -1.06 -1.47
H -0.194152 -1.810565 -3.317330 0.73 0.95 1.04
H 2.641203 0.018721 -1.415470 -0.51 0.63 -1.48
H -0.533944 -0.117506 -0.753924 -0.33 0.33 -1.85
H -5.107613 2.666014 2.017746 0.02 -0.69 0.59
C 11.900590 0.201770 -0.158253 0.18 0.53 0.02
C -7.261738 -3.121294 3.081053 0.33 -1.25 1.84
B -7.245611 -0.240940 1.718927 -1.68 0.18 0.11
H -9.943148 -0.578563 3.805634 0.13 0.56 -0.68
H -8.046729 0.427303 -0.381585 1.34 -0.86 0.72
C -3.258848 -0.169398 -0.900778 0.11 -0.12 -0.48
O -9.649090 0.031391 3.095844 0.57 -1.51 -0.20
H 5.861197 -0.419466 -3.305651 -1.22 -0.08 1.26
H -3.314759 -2.098493 2.428192 -0.42 1.52 0.81
C 0.344250 -1.128980 -2.562610 -0.61 0.31 -0.62
H 4.252802 1.845652 -3.001728 -0.33 -1.68 -0.11
H 0.794942 -1.841121 -1.769900 -0.52 1.29 -1.26
H 11.471061 2.085135 -1.198028 -0.13 0.00 0.08
H 8.194256 0.818345 -3.211935 -1.34 1.05 1.28
H 11.748944 2.223354 0.542694 -0.05 -0.03 -0.09
O 11.224892 -1.504814 1.411288 -0.47 0.68 -0.10
H -4.863456 -2.070783 4.545449 -0.54 1.14 -1.37
O -9.533142 -1.676180 1.306521 0.00 1.11 2.42
H 7.446618 5.113438 -1.424784 -0.20 -2.01 -0.53
C -7.181234 -0.198664 0.076236 0.49 0.13 -1.26
H -2.655762 -0.419884 -3.042117 0.39 -1.11 1.42
C 8.175256 3.143367 -2.715281 -2.33 -1.92 2.41
H -2.217625 -1.919515 -1.921739 -0.17 1.53 -0.31
H -7.520166 2.640549 0.823309 -0.21 -0.26 1.28
H -3.386289 0.959938 -1.129332 0.21 -1.77 0.36
H -4.654680 -1.690606 -0.062045 -0.55 1.15 -1.02
H 2.034383 1.566352 -2.274184 0.45 -1.67 0.02
H 8.995107 3.532789 -3.400852 -1.27 -0.81 1.08
H 5.043511 0.783040 -0.489252 1.15 -0.60 -0.89
O -7.767376 2.637871 1.783675 0.99 -0.95 0.27
H -4.870526 -1.409591 -1.879828 -0.15 0.80 1.34
C 1.475104 -0.332789 -3.387357 0.86 -0.98 0.97
H 4.521302 -1.222562 -2.226071 1.10 1.24 -0.23
C -4.729065 -0.888331 -0.869332 1.60 0.88 0.23
N -5.239153 1.785810 2.556359 -1.70 0.86 -0.61
H -0.706531 0.886612 -2.357231 -0.19 -1.50 0.81
C 7.376032 4.004946 -1.686437 -1.16 -5.83 -1.05
H -5.205245 -4.035388 3.696518 -1.54 -0.46 -0.11
C -6.259543 -4.372533 3.420518 -0.35 -0.07 -1.36
H 1.021586 0.336292 -4.200928 0.61 -0.97 1.22
H 9.380052 2.208850 0.538658 -0.12 -0.25 0.02
C 11.309306 1.593031 -0.237256 0.36 0.47 -0.26
H 9.280737 1.075350 -0.826854 0.07 0.07 0.15
C 2.470874 0.515193 -2.438443 0.40 0.76 -0.61
H 6.535381 -0.339417 -0.713952 -1.22 1.10 -0.84
H -6.704660 -5.093329 4.193057 0.71 1.10 -0.98
H -2.751775 -0.246330 0.129323 -0.84 0.10 -1.46
```
Positions in Å, forces in eV/Å.

Properties
Frontier orbital gap = 5.419 eV
Charge = -1
E_tot = -60877.4298 eV